The following is a quantum chemistry calculation of a 7-piece molecular cluster, C46H40N3O15 overall in a non-equilibrium geometry, from OMol25.

Summary:
HOMO energy	-11.31	eV
charge	+1
multiplicity	1

Last columns: bonded neighbours and bond lengths (Å).
CARTESIAN COORDINATES (ANGSTROEM)
1 C -0.124 5.364 1.273  C2 1.610, H17 1.155, H18 1.153, H19 1.142
2 C -1.047 4.072 1.537  C1 1.610, O3 1.459, H20 1.153, H21 1.145
3 O -0.293 2.847 1.781  C2 1.459, C4 1.463
4 C -0.738 1.799 0.862  O3 1.463, C5 1.609, H22 1.148, H23 1.150
5 C -0.410 0.314 1.388  C4 1.609, C6 1.593, H24 1.156, H25 1.148
6 C 0.768 -0.276 0.493  C5 1.593, C7 1.561, C12 1.552
7 C 2.153 -0.580 1.148  C6 1.561, N8 1.446, H26 1.155
8 N 3.212 -1.120 0.326  C7 1.446, C9 1.438, H27 1.033
9 C 3.124 -1.379 -1.086  N8 1.438, C10 1.567, H28 1.145
10 C 1.792 -1.115 -1.868  C9 1.567, N11 1.474, C12 1.574
11 N 1.716 -1.399 -3.312  C10 1.474, H29 1.030, H30 1.040
12 C 0.585 -0.561 -1.022  C6 1.552, C10 1.574, C13 1.610
13 C -0.786 -0.344 -1.837  C12 1.610, O14 1.264, O15 1.433
14 O -1.218 0.826 -2.049  C13 1.264
15 O -1.562 -1.407 -2.404  C13 1.433, N16 1.372
16 N -1.181 -2.642 -1.945  O15 1.372, H31 1.028, H32 1.029
17 H -0.663 6.254 1.773  C1 1.155
18 H -0.052 5.646 0.158  C1 1.153
19 H 0.907 5.303 1.760  C1 1.142
20 H -1.755 3.989 0.630  C2 1.153
21 H -1.669 4.266 2.479  C2 1.145
22 H -1.865 1.841 0.648  C4 1.148
23 H -0.138 1.965 -0.105  C4 1.150
24 H -0.105 0.419 2.498  C5 1.156
25 H -1.314 -0.392 1.378  C5 1.148
26 H 2.286 -0.401 2.281  C7 1.155
27 H 4.107 -1.330 0.797  N8 1.033
28 H 3.990 -1.805 -1.702  C9 1.145
29 H 1.326 -2.334 -3.502  N11 1.030
30 H 1.090 -0.710 -3.776  N11 1.040
31 H -0.322 -2.989 -2.393  N16 1.028
32 H -1.145 -2.696 -0.918  N16 1.029
33 C 0.797 -0.420 6.091  C34 1.334, C39 1.477, H41 1.083
34 C -0.022 -1.211 6.787  C33 1.334, C35 1.478, H42 1.083
35 C -0.230 -2.624 6.404  C34 1.478, O36 1.215, C37 1.479
36 O -0.977 -3.345 7.035  C35 1.215
37 C 0.504 -3.126 5.222  C35 1.479, C38 1.333, H43 1.083
38 C 1.322 -2.334 4.528  C37 1.333, C39 1.478, H44 1.083
39 C 1.530 -0.921 4.911  C33 1.477, C38 1.478, O40 1.222
40 O 2.280 -0.195 4.277  C39 1.222
41 H 0.961 0.617 6.357  C33 1.083
42 H -0.566 -0.860 7.655  C34 1.083
43 H 0.340 -4.162 4.957  C37 1.083
44 H 1.866 -2.685 3.660  C38 1.083
45 C 2.453 7.815 -2.473  C46 1.334, C51 1.478, H53 1.088
46 C 3.061 7.669 -3.652  C45 1.334, C47 1.478, H54 1.083
47 C 2.443 6.885 -4.743  C46 1.478, O48 1.217, C49 1.479
48 O 2.997 6.749 -5.817  C47 1.217
49 C 1.124 6.271 -4.477  C47 1.479, C50 1.333, H55 1.083
50 C 0.516 6.416 -3.299  C49 1.333, C51 1.478, H56 1.083
51 C 1.135 7.200 -2.210  C45 1.478, C50 1.478, O52 1.221
52 O 0.578 7.335 -1.131  C51 1.221
53 H 2.894 8.387 -1.660  C45 1.088
54 H 4.026 8.113 -3.863  C46 1.083
55 H 0.685 5.701 -5.287  C49 1.083
56 H -0.449 5.972 -3.088  C50 1.083
57 C 4.830 -6.661 -2.287  C58 1.334, C63 1.479, H65 1.083
58 C 3.564 -6.244 -2.241  C57 1.334, C59 1.478, H66 1.083
59 C 3.110 -5.281 -1.217  C58 1.478, O60 1.219, C61 1.478
60 O 1.952 -4.900 -1.173  C59 1.219
61 C 4.113 -4.797 -0.245  C59 1.478, C62 1.334, H67 1.083
62 C 5.380 -5.213 -0.289  C61 1.334, C63 1.479, H68 1.083
63 C 5.834 -6.177 -1.315  C57 1.479, C62 1.479, O64 1.214
64 O 6.987 -6.555 -1.357  C63 1.214
65 H 5.180 -7.367 -3.030  C57 1.083
66 H 2.817 -6.588 -2.946  C58 1.083
67 H 3.763 -4.091 0.499  C61 1.083
68 H 6.127 -4.868 0.416  C62 1.083
69 C 3.095 10.371 3.097  C70 1.334, C75 1.479, H77 1.083
70 C 3.702 10.225 1.919  C69 1.334, C71 1.478, H78 1.083
71 C 3.083 9.441 0.830  C70 1.478, O72 1.220, C73 1.478
72 O 3.640 9.306 -0.248  C71 1.220
73 C 1.765 8.826 1.094  C71 1.478, C74 1.334, H79 1.088
74 C 1.157 8.973 2.273  C73 1.334, C75 1.478, H80 1.083
75 C 1.776 9.756 3.363  C69 1.479, C74 1.478, O76 1.217
76 O 1.222 9.892 4.438  C75 1.217
77 H 3.534 10.941 3.907  C69 1.083
78 H 4.667 10.669 1.708  C70 1.083
79 H 1.324 8.254 0.281  C73 1.088
80 H 0.192 8.529 2.485  C74 1.083
81 C -3.998 -3.761 2.071  C82 1.333, C87 1.478, H89 1.083
82 C -4.939 -4.699 1.963  C81 1.333, C83 1.478, H90 1.083
83 C -5.826 -4.762 0.782  C82 1.478, O84 1.216, C85 1.478
84 O -6.687 -5.615 0.684  C83 1.216
85 C -5.628 -3.746 -0.273  C83 1.478, C86 1.333, H91 1.083
86 C -4.686 -2.809 -0.165  C85 1.333, C87 1.477, H92 1.083
87 C -3.800 -2.746 1.015  C81 1.478, C86 1.477, O88 1.221
88 O -2.936 -1.889 1.114  C87 1.221
89 H -3.340 -3.699 2.929  C81 1.083
90 H -5.097 -5.450 2.727  C82 1.083
91 H -6.285 -3.807 -1.131  C85 1.083
92 H -4.528 -2.057 -0.929  C86 1.083
93 C -6.131 -6.993 -2.294  C94 1.334, C99 1.478, H101 1.083
94 C -6.739 -7.659 -3.277  C93 1.334, C95 1.478, H102 1.083
95 C -6.071 -7.888 -4.576  C94 1.478, O96 1.216, C97 1.479
96 O -6.625 -8.494 -5.473  C95 1.216
97 C -4.703 -7.352 -4.743  C95 1.479, C98 1.334, H103 1.083
98 C -4.095 -6.686 -3.760  C97 1.334, C99 1.478, H104 1.083
99 C -4.763 -6.457 -2.462  C93 1.478, C98 1.478, O100 1.220
100 O -4.206 -5.849 -1.563  C99 1.220
101 H -6.605 -6.815 -1.337  C93 1.083
102 H -7.740 -8.058 -3.170  C94 1.083
103 H -4.229 -7.530 -5.700  C97 1.083
104 H -3.094 -6.287 -3.866  C98 1.083

The following is a quantum chemistry calculation of a 7-piece molecular cluster, C46H40N8O10 overall in a non-equilibrium geometry, from OMol25.

Summary:
HOMO energy (alpha / beta)	-10.13 / -10.13	eV
charge	+1
multiplicity	2

Last columns: bonded neighbours and bond lengths (Å).
CARTESIAN COORDINATES (ANGSTROEM)
1 C 5.703 4.079 -0.669  C2 1.369, C6 1.415, H17 1.080
2 C 5.251 2.807 -0.901  C1 1.369, C3 1.396, H18 1.080
3 C 3.881 2.749 -1.164  C2 1.396, C4 1.373, H19 1.080
4 C 3.023 3.818 -1.240  C3 1.373, C5 1.418, C15 1.507
5 C 3.614 5.107 -1.264  C4 1.418, C6 1.385, C7 1.538
6 C 4.916 5.246 -0.811  C1 1.415, C5 1.385, H20 1.080
7 C 2.686 6.329 -1.376  C5 1.538, O8 1.251, C9 1.471
8 O 3.283 7.427 -1.330  C7 1.251
9 C 1.251 6.052 -1.210  C7 1.471, C10 1.354, C14 1.357
10 C 0.424 7.103 -1.001  C9 1.354, C11 1.450, H21 1.080
11 C -0.949 6.898 -0.581  C10 1.450, C12 1.377, H22 1.080
12 C -1.392 5.595 -0.527  C11 1.377, C13 1.379, H23 1.080
13 C -0.508 4.558 -0.737  C12 1.379, C14 1.391, H24 1.080
14 C 0.821 4.770 -1.083  C9 1.357, C13 1.391, C15 1.451
15 C 1.545 3.528 -1.275  C4 1.507, C14 1.451, O16 1.262
16 O 1.085 2.359 -1.147  C15 1.262
17 H 6.753 4.239 -0.475  C1 1.080
18 H 5.994 2.039 -0.740  C2 1.080
19 H 3.485 1.745 -1.127  C3 1.080
20 H 5.364 6.222 -0.700  C6 1.080
21 H 0.666 8.155 -1.036  C10 1.080
22 H -1.567 7.734 -0.286  C11 1.080
23 H -2.326 5.489 0.005  C12 1.080
24 H -0.933 3.582 -0.550  C13 1.080
25 C -5.394 -6.719 -2.152  C26 1.367, C30 1.417, H41 1.080
26 C -6.030 -5.699 -2.804  C25 1.367, C27 1.366, H42 1.080
27 C -6.005 -4.443 -2.267  C26 1.366, C28 1.410, H43 1.080
28 C -5.301 -4.186 -1.073  C27 1.410, C29 1.437, C39 1.418
29 C -4.664 -5.270 -0.377  C28 1.437, C30 1.375, C31 1.540
30 C -4.790 -6.542 -0.881  C25 1.417, C29 1.375, H44 1.080
31 C -4.009 -5.020 0.994  C29 1.540, O32 1.225, C33 1.437
32 O -3.623 -5.907 1.745  C31 1.225
33 C -3.745 -3.643 1.310  C31 1.437, C34 1.458, C38 1.416
34 C -2.991 -3.224 2.485  C33 1.458, C35 1.388, H45 1.080
35 C -2.664 -1.914 2.808  C34 1.388, C36 1.348, H46 1.080
36 C -3.097 -0.975 1.943  C35 1.348, C37 1.363, H47 1.080
37 C -3.882 -1.273 0.870  C36 1.363, C38 1.377, H48 1.080
38 C -4.317 -2.553 0.610  C33 1.416, C37 1.377, C39 1.551
39 C -5.209 -2.843 -0.626  C28 1.418, C38 1.551, O40 1.179
40 O -5.652 -1.928 -1.223  C39 1.179
41 H -5.476 -7.719 -2.551  C25 1.080
42 H -6.565 -5.895 -3.720  C26 1.080
43 H -6.460 -3.556 -2.683  C27 1.080
44 H -4.369 -7.391 -0.363  C30 1.080
45 H -2.457 -3.900 3.137  C34 1.080
46 H -1.913 -1.656 3.539  C35 1.080
47 H -2.746 0.028 2.138  C36 1.080
48 H -4.265 -0.519 0.199  C37 1.080
49 C 0.257 -2.909 -1.077  C50 1.345, C54 1.398, H65 1.080
50 C 0.505 -1.588 -1.124  C49 1.345, C51 1.368, H66 1.080
51 C 1.355 -0.994 -2.018  C50 1.368, C52 1.410, H67 1.080
52 C 1.879 -1.743 -3.091  C51 1.410, C53 1.449, C63 1.518
53 C 1.567 -3.158 -3.073  C52 1.449, C54 1.419, C55 1.455
54 C 0.679 -3.730 -2.126  C49 1.398, C53 1.419, H68 1.080
55 C 2.125 -4.090 -4.041  C53 1.455, O56 1.236, C57 1.524
56 O 1.739 -5.258 -4.155  C55 1.236
57 C 3.114 -3.441 -5.003  C55 1.524, C58 1.377, C62 1.411
58 C 3.700 -4.245 -5.955  C57 1.377, C59 1.408, H69 1.080
59 C 4.808 -3.821 -6.714  C58 1.408, C60 1.395, H70 1.080
60 C 5.371 -2.550 -6.605  C59 1.395, C61 1.393, H71 1.080
61 C 4.839 -1.763 -5.586  C60 1.393, C62 1.420, H72 1.080
62 C 3.668 -2.150 -4.882  C57 1.411, C61 1.420, C63 1.519
63 C 2.832 -1.144 -4.110  C52 1.518, C62 1.519, O64 1.251
64 O 3.160 0.062 -4.144  C63 1.251
65 H -0.476 -3.346 -0.414  C49 1.080
66 H 0.242 -0.986 -0.267  C50 1.080
67 H 1.621 0.052 -2.057  C51 1.080
68 H 0.585 -4.789 -1.936  C54 1.080
69 H 3.325 -5.256 -6.005  C58 1.080
70 H 5.193 -4.497 -7.462  C59 1.080
71 H 6.292 -2.289 -7.106  C60 1.080
72 H 5.460 -0.914 -5.338  C61 1.080
73 C 3.744 -0.502 1.596  O74 1.270, N75 1.281, N76 1.291
74 O 3.248 -0.081 2.686  C73 1.270
75 N 3.134 -1.355 0.860  C73 1.281, H77 1.010, H78 1.010
76 N 4.751 0.058 1.015  C73 1.291, H79 1.010, H80 1.010
77 H 3.546 -1.608 -0.027  N75 1.010
78 H 2.680 -2.119 1.341  N75 1.010
79 H 5.405 0.688 1.458  N76 1.010
80 H 4.990 -0.242 0.081  N76 1.010
81 C -3.277 4.226 3.829  O82 1.201, N83 1.264, N84 1.284
82 O -4.292 4.811 4.093  C81 1.201
83 N -2.601 3.414 4.523  C81 1.264, H85 1.010, H86 1.010
84 N -2.664 4.479 2.730  C81 1.284, H87 1.010, H88 1.010
85 H -1.739 3.008 4.188  N83 1.010
86 H -3.071 3.315 5.411  N83 1.010
87 H -2.098 3.679 2.484  N84 1.010
88 H -3.026 5.124 2.041  N84 1.010
89 C -0.229 1.049 2.565  O90 1.203, N91 1.316, N92 1.303
90 O -0.950 1.993 2.373  C89 1.203
91 N 0.536 0.651 1.571  C89 1.316, H93 1.010, H94 1.010
92 N -0.129 0.136 3.490  C89 1.303, H95 1.010, H96 1.010
93 H 1.242 -0.048 1.752  N91 1.010
94 H 0.401 1.169 0.714  N91 1.010
95 H -0.713 0.127 4.314  N92 1.010
96 H 0.650 -0.507 3.497  N92 1.010
97 C -2.128 0.751 6.711  O98 1.224, N99 1.277, N100 1.292
98 O -1.357 0.141 5.982  C97 1.224
99 N -3.356 0.866 6.383  C97 1.277, H101 1.010, H102 1.010
100 N -1.844 1.393 7.796  C97 1.292, H103 1.010, H104 1.010
101 H -3.798 0.324 5.654  N99 1.010
102 H -3.942 1.334 7.060  N99 1.010
103 H -2.550 1.890 8.321  N100 1.010
104 H -0.854 1.497 7.963  N100 1.010

The following is a quantum chemistry calculation of a 9-piece molecular cluster, C46H41F7N2 overall in a non-equilibrium geometry, from OMol25.

Summary:
HOMO energy	-9.03	eV
structure (SMILES)	Fc1ccccc1.Fc1ccccc1.Fc1ccccc1.Fc1ccccc1.Fc1ccccc1.Fc1ccccc1.Fc1ccccc1.CC#N.CC#N
relative energy (zero: lowest compared OMol25 entry of this formula, charge and spin)	193.6	kJ/mol
charge	0
multiplicity	1

Last columns: bonded neighbours and bond lengths (Å).
CARTESIAN COORDINATES (ANGSTROEM)
1 F -6.553 7.094 19.643  C2 1.380
2 C -7.496 6.503 20.459  F1 1.380, C3 1.404, C7 1.371
3 C -7.205 5.826 21.654  C2 1.404, C4 1.397, H8 1.080
4 C -8.193 5.183 22.403  C3 1.397, C5 1.413, H9 1.080
5 C -9.533 5.302 21.971  C4 1.413, C6 1.369, H10 1.080
6 C -9.816 5.969 20.809  C5 1.369, C7 1.396, H11 1.080
7 C -8.815 6.646 20.112  C2 1.371, C6 1.396, H12 1.080
8 H -6.161 5.757 21.921  C3 1.080
9 H -7.836 4.758 23.329  C4 1.080
10 H -10.386 4.996 22.558  C5 1.080
11 H -10.818 5.954 20.406  C6 1.080
12 H -9.046 7.184 19.204  C7 1.080
13 F 1.718 7.544 25.088  C14 1.298
14 C 0.507 7.841 25.448  F13 1.298, C15 1.445, C19 1.355
15 C -0.603 7.960 24.531  C14 1.445, C16 1.380, H20 1.080
16 C -1.855 8.252 25.033  C15 1.380, C17 1.386, H21 1.080
17 C -1.960 8.587 26.374  C16 1.386, C18 1.392, H22 1.080
18 C -0.861 8.611 27.228  C17 1.392, C19 1.340, H23 1.080
19 C 0.313 8.185 26.744  C14 1.355, C18 1.340, H24 1.080
20 H -0.478 7.868 23.462  C15 1.080
21 H -2.767 8.191 24.457  C16 1.080
22 H -2.919 8.944 26.718  C17 1.080
23 H -1.005 8.852 28.271  C18 1.080
24 H 1.168 8.136 27.402  C19 1.080
25 F -5.294 0.448 20.724  C26 1.354
26 C -5.607 1.223 21.789  F25 1.354, C27 1.377, C31 1.416
27 C -6.495 0.807 22.756  C26 1.377, C28 1.357, H32 1.080
28 C -6.744 1.625 23.810  C27 1.357, C29 1.406, H33 1.080
29 C -6.072 2.853 23.939  C28 1.406, C30 1.436, H34 1.080
30 C -5.109 3.223 22.940  C29 1.436, C31 1.307, H35 1.080
31 C -4.884 2.433 21.923  C26 1.416, C30 1.307, H36 1.080
32 H -6.961 -0.164 22.673  C27 1.080
33 H -7.427 1.251 24.558  C28 1.080
34 H -6.257 3.480 24.799  C29 1.080
35 H -4.523 4.128 22.991  C30 1.080
36 H -4.343 2.715 21.033  C31 1.080
37 F -3.605 6.904 16.707  C38 1.309
38 C -3.837 6.723 15.431  F37 1.309, C39 1.403, C43 1.402
39 C -2.738 6.617 14.566  C38 1.403, C40 1.394, H44 1.080
40 C -2.918 6.487 13.190  C39 1.394, C41 1.370, H45 1.080
41 C -4.196 6.438 12.699  C40 1.370, C42 1.395, H46 1.080
42 C -5.328 6.418 13.515  C41 1.395, C43 1.436, H47 1.080
43 C -5.140 6.662 14.918  C38 1.402, C42 1.436, H48 1.080
44 H -1.712 6.687 14.897  C39 1.080
45 H -2.083 6.468 12.505  C40 1.080
46 H -4.405 6.250 11.656  C41 1.080
47 H -6.306 6.309 13.069  C42 1.080
48 H -6.019 6.695 15.545  C43 1.080
49 F -6.701 4.399 15.484  C50 1.370
50 C -6.894 3.466 16.468  F49 1.370, C51 1.355, C55 1.388
51 C -6.561 3.766 17.747  C50 1.355, C52 1.384, H56 1.080
52 C -6.724 2.813 18.737  C51 1.384, C53 1.420, H57 1.080
53 C -7.352 1.569 18.465  C52 1.420, C54 1.347, H58 1.080
54 C -7.763 1.271 17.218  C53 1.347, C55 1.429, H59 1.080
55 C -7.548 2.268 16.217  C50 1.388, C54 1.429, H60 1.080
56 H -6.051 4.672 18.038  C51 1.080
57 H -6.427 3.042 19.750  C52 1.080
58 H -7.326 0.798 19.221  C53 1.080
59 H -8.027 0.257 16.955  C54 1.080
60 H -8.023 1.991 15.288  C55 1.080
61 F -2.182 3.518 20.087  C62 1.370
62 C -1.226 2.595 19.756  F61 1.370, C63 1.391, C67 1.445
63 C -1.022 2.279 18.417  C62 1.391, C64 1.360, H68 1.080
64 C 0.044 1.516 18.057  C63 1.360, C65 1.405, H69 1.080
65 C 0.817 0.853 19.026  C64 1.405, C66 1.408, H70 1.080
66 C 0.566 1.030 20.400  C65 1.408, C67 1.450, H71 1.080
67 C -0.489 1.936 20.810  C62 1.445, C66 1.450, H72 1.080
68 H -1.556 2.861 17.680  C63 1.080
69 H 0.190 1.367 16.997  C64 1.080
70 H 1.557 0.089 18.834  C65 1.080
71 H 0.927 0.303 21.113  C66 1.080
72 H -0.759 2.168 21.829  C67 1.080
73 F -9.449 11.359 22.724  C74 1.396
74 C -8.411 10.484 23.048  F73 1.396, C75 1.438, C79 1.368
75 C -7.903 10.325 24.384  C74 1.438, C76 1.403, H80 1.080
76 C -6.702 9.629 24.593  C75 1.403, C77 1.370, H81 1.080
77 C -6.025 9.169 23.493  C76 1.370, C78 1.362, H82 1.080
78 C -6.595 9.144 22.256  C77 1.362, C79 1.413, H83 1.080
79 C -7.809 9.823 22.012  C74 1.368, C78 1.413, H84 1.080
80 H -8.384 10.741 25.257  C75 1.080
81 H -6.396 9.314 25.579  C76 1.080
82 H -5.124 8.585 23.603  C77 1.080
83 H -6.093 8.640 21.443  C78 1.080
84 H -8.175 9.853 20.996  C79 1.080
85 C -1.559 10.000 21.368  C86 1.447, H88 1.090, H89 1.090, H90 1.090
86 C -1.777 9.050 20.300  C85 1.447, N87 1.131
87 N -1.880 8.367 19.404  C86 1.131
88 H -1.870 10.992 21.039  C85 1.090
89 H -0.472 10.049 21.445  C85 1.090
90 H -1.811 9.550 22.328  C85 1.090
91 C -3.906 6.046 19.800  C92 1.440, H94 1.090, H95 1.090, H96 1.090
92 C -3.744 6.633 21.105  C91 1.440, N93 1.198
93 N -3.591 7.182 22.159  C92 1.198
94 H -4.665 5.284 19.980  C91 1.090
95 H -2.983 5.528 19.540  C91 1.090
96 H -4.333 6.752 19.088  C91 1.090

- Look up the multiplicity of the third one.
  1

- Which formula does entry 1 have?
  C46H40N3O15